Record 1
This record from the OMol25 dataset describes a 2-piece molecular cluster, C4H8O3 overall. The level of theory is ωB97M-V/def2-TZVPD.

Structure (XYZ):
```
15
Properties=species:S:1:pos:R:3:lowdin_charge:R:1
O 1.687 -0.705 1.006 -0.004
C 0.977 -0.177 1.844 -0.239
C -0.182 0.896 1.493 -0.150
C -0.281 1.523 -0.017 -0.249
C -1.429 0.847 -0.719 -0.461
O -2.186 -0.003 -0.037 -0.307
H 1.141 -0.188 2.979 0.102
H -0.015 1.687 2.147 0.043
H -1.131 0.373 1.664 0.077
H -0.515 2.612 0.107 0.062
H 0.750 1.469 -0.574 0.097
H -1.638 1.275 -1.761 0.043
H 0.446 -2.958 -3.262 0.045
H 1.674 -3.373 -2.511 0.040
O 0.701 -3.279 -2.360 -0.099
```

net charge = -1
multiplicity = 2
molar mass = 104.10 g mol⁻¹
frontier orbital gap (spin up / spin down) = 0.1171 / 0.2397 hartree
energy above the lowest of the compared OMol25 structures with the same formula, charge and spin = 35.2 kcal/mol

---

Record 2
This record from the OMol25 dataset describes C8H9EuO8P as an isolated structure. The level of theory is ωB97M-V/def2-TZVPD.

Structure (XYZ):
```
27
Properties=species:S:1:pos:R:3:lowdin_charge:R:1
O -0.355 3.070 -1.981 0.270
C -0.354 1.869 -1.987 -0.056
Eu -0.356 -0.194 -1.696 1.087
O -0.356 -0.174 -5.215 0.247
C -0.357 -0.173 -4.011 0.030
C -0.365 -2.208 -2.009 -0.073
O -0.357 -3.424 -1.983 0.275
C -2.395 -0.175 -1.983 -0.090
O -3.601 -0.172 -1.982 0.269
C 1.684 -0.171 -1.990 -0.073
O 2.883 -0.177 -1.981 0.274
C -0.663 2.284 1.217 -0.077
O -1.651 1.246 0.969 -0.260
P -0.807 -0.310 0.876 1.006
O -0.931 -0.456 2.534 -0.245
C 0.267 -0.123 3.288 -0.038
O 0.115 -1.801 0.609 -0.380
C 1.593 -1.621 0.779 -0.049
H -1.126 3.109 0.741 0.097
H 0.307 2.073 0.723 0.083
H -0.535 2.426 2.279 0.119
H 0.949 0.534 2.704 0.093
H -0.018 0.388 4.168 0.111
H 0.714 -1.076 3.487 0.099
H 1.861 -0.546 0.784 0.084
H 1.813 -2.096 1.714 0.114
H 2.043 -2.105 -0.054 0.081
```

net charge = +3
multiplicity = 7
molar mass = 416.09 g mol⁻¹
frontier orbital gap (spin up / spin down) = 0.1753 / 0.2103 hartree
energy above the lowest of the compared OMol25 structures with the same formula, charge and spin = 411.8 kcal/mol

---

Record 3
This record from the OMol25 dataset describes a 7-piece molecular cluster, C11H39ClNO18P3 overall. The level of theory is ωB97M-V/def2-TZVPD.

Structure (XYZ):
```
73
Properties=species:S:1:pos:R:3:lowdin_charge:R:1
N 0.778 -0.146 -1.301 0.287
H -0.043 -0.037 -0.678 0.058
H 0.391 0.006 -2.237 0.075
H 1.072 -1.099 -1.091 0.074
H 1.482 0.468 -0.870 0.068
Cl 1.331 0.339 -4.797 0.637
O 1.894 -0.873 -4.274 -0.383
O 0.082 0.731 -4.081 -0.422
O 2.300 1.396 -4.618 -0.363
O 0.981 0.145 -6.161 -0.344
C 3.534 2.666 3.183 -0.074
O 3.062 1.981 2.032 -0.245
P 3.318 2.384 0.519 0.435
O 2.201 2.048 -0.388 -0.219
O 3.698 3.933 0.624 -0.202
C 2.813 4.922 0.102 -0.096
O 4.694 1.672 0.091 -0.193
C 4.773 0.261 0.301 -0.090
H 2.764 2.549 3.949 0.093
H 3.498 3.745 3.030 0.085
H 4.484 2.331 3.593 0.097
H 2.242 4.586 -0.763 0.086
H 3.348 5.830 -0.165 0.090
H 2.041 5.291 0.784 0.087
H 5.554 -0.167 -0.322 0.097
H 3.825 -0.216 0.047 0.070
H 5.028 0.057 1.342 0.085
C -1.594 0.468 4.083 -0.060
O -2.077 -0.111 2.859 -0.207
P -2.356 0.632 1.497 0.399
O -1.386 0.385 0.421 -0.219
O -3.860 0.232 1.156 -0.227
C -4.940 0.675 1.965 -0.089
O -2.485 2.190 1.871 -0.255
C -2.170 3.263 0.943 -0.042
H -0.526 0.254 3.995 0.076
H -1.967 -0.156 4.896 0.092
H -1.898 1.493 4.278 0.087
H -5.582 -0.204 2.020 0.097
H -5.499 1.550 1.632 0.093
H -4.588 0.936 2.967 0.084
H -2.014 2.913 -0.075 0.089
H -1.302 3.734 1.402 0.089
H -3.091 3.843 1.037 0.092
C -2.394 -3.194 -4.159 -0.081
O -2.696 -3.659 -2.852 -0.200
P -2.491 -2.732 -1.579 0.422
O -1.162 -2.137 -1.328 -0.232
O -3.600 -1.584 -1.706 -0.204
C -3.231 -0.320 -2.273 -0.094
O -3.060 -3.719 -0.454 -0.197
C -3.036 -3.406 0.928 -0.090
H -2.539 -2.132 -4.335 0.089
H -3.009 -3.793 -4.838 0.091
H -1.421 -3.564 -4.493 0.095
H -2.181 -0.352 -2.566 0.064
H -3.420 0.474 -1.557 0.071
H -3.746 -0.112 -3.213 0.092
H -2.069 -3.670 1.353 0.094
H -3.849 -3.990 1.360 0.092
H -3.278 -2.390 1.250 0.069
C 1.741 -3.465 -1.848 -0.123
O 2.130 -2.971 -0.546 -0.156
H 2.351 -3.066 -2.659 0.077
H 2.029 -4.519 -1.737 0.080
H 0.681 -3.411 -2.065 0.056
H 3.091 -2.994 -0.547 0.073
C 1.973 -0.725 2.313 -0.158
O 1.272 -1.385 3.350 -0.112
H 1.957 -1.360 1.416 0.066
H 1.572 0.271 2.172 0.068
H 3.050 -0.688 2.536 0.072
H 1.524 -2.310 3.282 0.081
```

multiplicity = 1
molar mass = 601.80 g mol⁻¹
frontier orbital gap = 0.3224 hartree

---

Maximum force: 3.5, 19.3, 2.4 (eV/A)